The following is a quantum chemistry calculation of the molecule C5H6O in a non-equilibrium geometry, from OMol25.

Values from the calculation:
Energy above the lowest of the compared OMol25 structures with the same formula, charge and spin, kJ/mol: 556.7
LUMO, eV: 0.04
Molar mass, g mol⁻¹: 82.10
Frontier orbital gap, eV: 8.671
Max |F|, eV/Å: 1.7

Last column: natural (NBO) charge in e.
Geometry (Å):
C  -1.267  -0.892  0.070  -0.599
C  -0.182  0.161  -0.025  0.000
C  -0.366  2.193  0.690  0.178
O  -0.250  0.953  1.187  -0.515
C  1.170  -0.340  -0.268  -0.041
C  2.260  -0.794  -0.488  -0.194
H  -1.078  -1.553  0.916  0.225
H  -1.281  -1.474  -0.854  0.223
H  -2.235  -0.398  0.203  0.229
H  -0.495  0.854  -0.818  0.210
H  0.538  2.317  0.019  0.042
H  3.234  -1.191  -0.676  0.244

=====

The following is a quantum chemistry calculation of a cluster of 8 separate species, C8H34N2O8 in total in a non-equilibrium geometry, from OMol25.

Values from the calculation:
Energy above the lowest of the compared OMol25 structures with the same formula, charge and spin, kJ/mol: 91.6
Structure (SMILES): COC[C@H](C)N.COC[C@H](C)N.O.O.O.O.O.O
LUMO, eV: 0.50
Molar mass, g mol⁻¹: 286.37
Frontier orbital gap, eV: 10.207
Max |F|, eV/Å: 3.7

Last column: natural (NBO) charge in e.
Geometry (Å):
C  -0.921  -2.242  1.964  -0.264
O  0.208  -1.570  2.504  -0.559
C  -0.160  -0.201  2.596  -0.061
C  1.021  0.505  3.345  -0.055
C  0.760  2.027  3.456  -0.643
N  2.179  0.231  2.464  -0.860
H  -0.905  -2.193  0.896  0.181
H  -1.851  -1.743  2.216  0.177
H  -1.051  -3.268  2.260  0.186
H  -0.289  0.225  1.610  0.160
H  -1.044  -0.120  3.142  0.189
H  1.144  0.113  4.361  0.181
H  0.904  2.557  2.531  0.217
H  1.261  2.480  4.278  0.211
H  -0.315  2.102  3.523  0.241
H  3.021  0.681  2.778  0.363
H  2.320  -0.759  2.516  0.382
C  -0.541  -3.338  -1.782  -0.253
O  -0.664  -1.964  -1.485  -0.589
C  0.673  -1.326  -1.203  -0.073
C  1.543  -1.143  -2.436  -0.102
C  3.002  -1.129  -2.075  -0.625
N  1.046  -0.042  -3.110  -0.849
H  0.204  -3.448  -2.578  0.169
H  -1.524  -3.705  -2.143  0.196
H  -0.343  -3.811  -0.833  0.173
H  0.384  -0.337  -0.914  0.221
H  1.172  -2.005  -0.418  0.179
H  1.277  -1.937  -3.189  0.191
H  3.252  -0.069  -1.772  0.203
H  3.708  -1.318  -2.901  0.215
H  3.230  -1.859  -1.286  0.216
H  1.368  -0.095  -4.051  0.363
H  1.336  0.858  -2.647  0.371
O  -2.694  1.791  2.241  -1.004
H  -2.432  2.311  1.448  0.511
H  -3.650  1.884  2.429  0.475
O  1.667  1.501  -0.117  -1.030
H  1.699  1.052  0.812  0.514
H  2.554  1.779  -0.346  0.473
O  -3.177  -0.267  -0.293  -0.971
H  -2.475  -0.605  -0.870  0.473
H  -2.789  0.222  0.459  0.493
O  -2.192  0.398  -3.540  -0.975
H  -2.580  -0.096  -2.732  0.485
H  -1.255  0.171  -3.540  0.497
O  -1.843  2.985  -2.293  -0.994
H  -1.999  2.227  -2.900  0.516
H  -1.430  3.705  -2.815  0.473
O  -1.082  3.050  0.502  -0.987
H  -1.404  3.226  -0.422  0.511
H  -0.324  2.506  0.359  0.489

=====

The following is a quantum chemistry calculation of a cluster of 2 separate species, C4H10NOS2 in total in a non-equilibrium geometry, from OMol25.

Values from the calculation:
Energy above the lowest of the compared OMol25 structures with the same formula, charge and spin, kJ/mol: 195.8
Charge: -1
LUMO, eV: 3.46
Molar mass, g mol⁻¹: 152.26
Frontier orbital gap, eV: 7.277
Max |F|, eV/Å: 8.1

Last column: natural (NBO) charge in e.
Geometry (Å):
C  -0.521  -1.618  -0.669  -0.599
C  0.464  -0.482  -0.432  -0.404
C  -0.199  0.831  -0.550  -0.410
C  0.844  1.892  -0.645  -0.028
N  0.758  2.864  0.416  -0.088
O  1.699  3.762  0.505  -0.595
S  -1.445  1.225  0.685  -0.505
S  0.268  -0.461  3.065  -0.480
H  -1.403  -1.378  -0.176  0.228
H  -0.020  -2.561  -0.478  0.200
H  -0.756  -1.591  -1.821  0.167
H  1.129  -0.727  -1.303  0.182
H  1.017  -0.437  0.573  0.215
H  -0.717  0.693  -1.496  0.197
H  1.536  2.079  -1.391  0.191
H  0.024  2.623  1.191  0.409
H  -0.617  0.142  2.149  0.181
H  1.357  0.245  2.450  0.139

=====

The following is a quantum chemistry calculation of the ion C7H10ClN2O with charge +1 in a non-equilibrium geometry, from OMol25.

Values from the calculation:
Energy above the lowest of the compared OMol25 structures with the same formula, charge and spin, kJ/mol: 281.3
Charge: +1
LUMO, eV: -5.95
Molar mass, g mol⁻¹: 173.62
Frontier orbital gap, eV: 5.180
Max |F|, eV/Å: 4.3

Last column: natural (NBO) charge in e.
Geometry (Å):
C  1.510  -2.021  0.589  -0.342
C  1.503  -1.649  -0.795  -0.268
C  0.626  -1.186  1.230  0.380
C  -0.918  1.722  -1.678  0.127
C  -1.084  0.538  0.374  -0.205
C  -0.734  1.933  -0.267  -0.333
C  0.361  -0.928  -0.953  0.335
N  -0.187  -0.512  0.308  -0.385
N  0.576  -1.064  2.568  -0.803
O  -0.158  -0.142  -1.991  -0.574
Cl  -1.939  3.149  0.221  0.074
H  2.312  -2.452  1.187  0.246
H  2.153  -2.045  -1.650  0.261
H  -1.825  1.301  -1.888  0.218
H  -0.372  2.271  -2.306  0.212
H  -1.359  0.621  1.421  0.252
H  -1.986  0.311  -0.204  0.205
H  0.226  2.479  0.036  0.272
H  0.954  -1.697  3.229  0.417
H  -0.241  -0.739  3.067  0.391
H  0.584  0.110  -2.501  0.520

=====

The following is a quantum chemistry calculation of a structure of composition C32H30F5N12O3PdSe, from OMol25.

Values from the calculation:
Energy above the lowest of the compared OMol25 structures with the same formula, charge and spin, kJ/mol: 124.8
Charge: -1
LUMO, eV: 2.19
Molar mass, g mol⁻¹: 911.04
Frontier orbital gap, eV: 6.587
Max |F|, eV/Å: 0.4

Last column: Mulliken charge in e.
Geometry (Å):
Pd  0.851  -2.617  0.742  -0.691
C  -4.020  -0.090  0.219  -0.920
N  -2.974  -1.015  0.639  1.212
C  -1.651  -0.932  0.510  -0.742
N  -1.081  -1.956  1.125  -0.028
C  -2.136  -2.639  1.641  -0.584
N  -3.303  -2.098  1.375  -1.274
C  -3.618  0.758  -0.957  0.381
C  -4.248  0.620  -2.187  -0.877
C  -3.902  1.445  -3.252  -0.682
C  -2.914  2.404  -3.101  -0.862
C  -2.271  2.530  -1.873  -0.170
C  -2.630  1.721  -0.804  0.764
C  -1.230  3.536  -1.665  0.552
N  -1.012  4.643  -2.286  -0.613
N  0.069  5.241  -1.645  -0.599
C  0.406  4.448  -0.684  0.154
O  -0.364  3.338  -0.645  0.148
C  1.437  4.617  0.340  0.352
C  1.901  5.896  0.622  -1.078
C  2.834  6.071  1.631  -0.724
C  3.300  4.976  2.341  -0.914
C  2.854  3.692  2.047  0.870
C  3.399  2.544  2.870  -1.271
N  3.161  1.229  2.328  0.866
C  2.225  0.326  2.654  -0.178
N  2.397  -0.775  1.955  -0.345
C  3.490  -0.491  1.199  -0.311
N  3.989  0.711  1.386  -1.036
C  1.915  3.512  1.044  0.232
H  -4.271  0.536  1.078  0.265
H  -4.885  -0.702  -0.029  0.421
H  -1.130  -0.145  -0.003  0.746
H  -2.028  -3.535  2.227  0.512
H  -5.018  -0.133  -2.315  0.389
H  -4.404  1.333  -4.204  0.393
H  -2.632  3.054  -3.918  0.530
H  -2.149  1.854  0.163  0.411
H  1.510  6.737  0.065  0.492
H  3.188  7.064  1.874  0.384
H  4.023  5.120  3.137  0.442
H  2.965  2.580  3.870  0.340
H  4.480  2.650  2.965  0.463
H  1.431  0.532  3.355  0.600
H  3.919  -1.199  0.509  0.471
H  1.526  2.525  0.832  0.673
N  0.653  -4.906  -1.100  0.686
C  1.983  -4.934  -1.731  0.570
C  2.338  -6.356  -2.190  -0.544
C  1.128  -7.273  -2.376  -0.777
C  0.073  -6.800  -3.378  -0.902
N  -0.343  -5.399  -3.311  -0.331
C  -0.543  -4.755  -2.056  0.057
N  -0.766  -3.353  -2.289  -0.516
N  -1.620  -5.398  -1.337  -0.608
C  3.076  -4.287  -0.813  0.156
O  4.219  -4.679  -1.039  -0.735
O  2.706  -3.399  0.004  -0.624
H  0.626  -4.004  -0.418  0.181
H  0.501  -5.713  -0.503  0.477
H  1.915  -4.257  -2.586  0.119
H  3.008  -6.789  -1.447  0.386
H  2.925  -6.295  -3.108  0.295
H  0.645  -7.459  -1.412  0.316
H  1.473  -8.256  -2.708  0.442
H  -0.806  -7.443  -3.291  0.284
H  0.456  -6.937  -4.392  0.508
H  0.196  -4.818  -3.933  0.394
H  -0.095  -2.975  -2.950  0.360
H  -0.615  -2.837  -1.414  -0.203
H  -2.404  -5.469  -1.976  0.325
H  -1.915  -4.799  -0.570  0.271
F  -0.849  7.740  3.159  -0.367
C  -0.937  6.405  3.052  0.683
C  -0.153  5.583  3.838  0.257
F  0.703  6.131  4.715  -0.399
C  -0.246  4.210  3.711  0.285
F  0.569  3.482  4.493  -0.462
C  -1.109  3.578  2.815  -0.278
Se  -1.128  1.698  2.606  -0.250
C  -1.890  4.448  2.056  0.330
F  -2.772  3.966  1.160  -0.411
C  -1.815  5.826  2.156  0.247
F  -2.588  6.608  1.388  -0.386